ORCA calculation (ωB97M-V with the def2-TZVPD basis set) on a 3-piece molecular cluster, C6H20B2O9S overall at a distorted geometry.

```
38
Properties=species:S:1:pos:R:3:forces:R:3
O 1.84103 -3.35308 -1.14926 -0.1 0.1 -0.6
S 1.95441 -3.84689 0.19574 0.8 0.1 0.7
O 0.84827 -2.98898 1.03507 0.0 -0.3 -0.1
B -0.06114 -2.20781 0.30672 0.2 0.4 0.0
O -0.00762 -0.86029 0.49443 0.1 -0.1 0.0
O -1.00472 -2.72148 -0.54738 -0.4 0.1 0.3
O 3.34697 -3.20269 0.76112 -0.9 0.0 0.3
B 3.57742 -1.81396 0.85899 0.6 0.0 0.2
O 2.74658 -0.97135 1.54950 -0.2 -0.2 -0.4
O 4.76956 -1.38985 0.33641 -0.2 -0.6 -0.5
H -0.71549 -0.44976 -0.01673 0.0 0.3 -0.2
H -1.48538 -3.46087 -0.16779 0.1 -0.3 -0.2
H 2.22957 -0.39524 0.97848 -0.3 0.2 0.2
H 4.67170 -0.59421 -0.18556 0.3 0.5 0.2
C -3.29715 0.54538 -2.81353 0.1 0.1 0.1
C -1.95366 0.28844 -3.47953 -0.3 -0.3 0.0
C -2.10151 -0.58907 -4.71249 0.1 0.0 -0.1
O -1.04946 -0.31485 -2.55347 0.0 0.1 0.2
H -3.74405 -0.39724 -2.48542 0.0 0.0 -0.1
H -3.17365 1.17598 -1.93241 0.0 0.0 0.0
H -3.99191 1.03575 -3.49612 0.0 0.0 0.0
H -1.49905 1.23897 -3.76068 0.1 0.0 0.1
H -2.51393 -1.56355 -4.43768 -0.1 0.0 0.0
H -1.13077 -0.76259 -5.17626 0.0 0.0 0.0
H -2.76281 -0.13015 -5.44838 0.0 0.0 0.0
H -1.42111 -1.16486 -2.28432 0.1 -0.1 -0.1
C 0.65015 3.23381 2.16907 -0.1 0.1 0.0
C 0.03037 2.61096 3.41113 0.3 -0.2 -0.2
C 1.05879 1.82148 4.20714 -0.1 0.0 0.1
O -1.06397 1.77037 3.04753 -0.1 0.1 0.1
H 1.04003 2.45317 1.50957 0.1 0.0 0.0
H -0.09801 3.79536 1.60902 0.0 0.0 0.0
H 1.46903 3.90624 2.42780 0.0 0.0 0.0
H -0.39521 3.39504 4.03854 -0.1 0.0 0.0
H 1.46047 1.00292 3.60321 0.0 0.0 0.0
H 0.59970 1.38231 5.09287 0.0 0.0 0.0
H 1.88842 2.45559 4.52274 0.0 0.0 0.0
H -0.71187 1.06702 2.49193 0.0 -0.1 0.0
```
Positions in Å, forces in eV/Å.

Calculated values
Calculated total energy: -1365.927441 Ha
Charge: 0
2S+1: 1
HOMO-LUMO gap: 10.3 eV
LUMO level: 0.15 eV

Löwdin atomic charge list, values in e, 8 entries: number 1, O, carries -0.348; number 2, S, carries 1.024; number 3, O, carries -0.110; number 4, B, carries -0.873; number 5, O, carries 0.203; number 6, O, carries 0.185; number 7, O, carries -0.106; number 8, B, carries -0.819